# 1
{"formula": "C18H32Cl28O5", "method": "ωB97M-V with the def2-TZVPD basis set", "elements": ["C", "C", "O", "C", "O", "O", "C", "O", "O", "H", "H", "H", "H", "C", "Cl", "Cl", "H", "H", "C", "Cl", "Cl", "H", "H", "C", "Cl", "Cl", "H", "H", "C", "Cl", "Cl", "H", "H", "C", "Cl", "Cl", "H", "H", "C", "Cl", "Cl", "H", "H", "C", "Cl", "Cl", "H", "H", "C", "Cl", "Cl", "H", "H", "C", "Cl", "Cl", "H", "H", "C", "Cl", "Cl", "H", "H", "C", "Cl", "Cl", "H", "H", "C", "Cl", "Cl", "H", "H", "C", "Cl", "Cl", "H", "H", "C", "Cl", "Cl", "H", "H"], "xyz": [[2.7621, 0.0116, 1.5944], [1.5963, 0.5123, 1.9848], [0.1812, 0.7645, 2.2621], [-0.3985, 1.0751, 0.9761], [0.4051, 1.4466, 0.0469], [-1.7859, 0.9777, 0.6351], [-2.4169, -0.2150, 1.2057], [-3.8488, -0.1306, 0.8705], [-4.5023, 0.2402, 2.0059], [3.6372, -0.6016, 1.0832], [-2.3577, -0.2660, 2.3539], [-2.0565, -1.2080, 0.7327], [-5.2949, 0.7838, 1.7281], [-4.4558, -3.7194, 0.5449], [-5.1119, -2.7314, -0.7655], [-2.7880, -3.2631, 0.9129], [-5.0668, -3.5778, 1.4363], [-4.4787, -4.7670, 0.2446], [4.5407, -1.5053, -1.9308], [5.8392, -0.4106, -2.4250], [3.5907, -0.8194, -0.6018], [3.8805, -1.6788, -2.7811], [4.9803, -2.4504, -1.6054], [6.1000, 1.9042, 0.7727], [4.6453, 2.8892, 0.9559], [6.1182, 0.5678, 1.9309], [6.1270, 1.4970, -0.2382], [6.9759, 2.5309, 0.9413], [2.6330, -2.0120, 5.2167], [2.0211, -1.0227, 3.8807], [4.2929, -1.5650, 5.6310], [1.9971, -1.8631, 6.0902], [2.6116, -3.0608, 4.9202], [3.2290, -6.1846, 6.2138], [1.8885, -5.1557, 5.6938], [4.7871, -5.4513, 5.8167], [3.1687, -6.3265, 7.2928], [3.1520, -7.1482, 5.7101], [-0.3362, -5.7768, -1.0688], [1.0654, -4.7077, -1.1908], [0.1093, -7.4550, -1.4029], [-0.7442, -5.7125, -0.0600], [-1.0881, -5.4588, -1.7917], [4.3729, 5.8808, -1.8571], [5.7700, 6.9600, -1.9586], [4.8393, 4.2058, -2.1801], [3.9478, 5.9428, -0.8548], [3.6260, 6.1918, -2.5973], [-2.3475, -2.3022, -3.5595], [-2.6894, -3.9349, -4.1456], [-1.2872, -2.3411, -2.1463], [-1.8601, -1.7354, -4.3527], [-3.2862, -1.8202, -3.2850], [4.7167, -5.2893, -3.6160], [3.5766, -4.5874, -4.7699], [4.4244, -4.6831, -1.9814], [4.6011, -6.3731, -3.6176], [5.7315, -5.0261, -3.9152], [-7.7877, -0.5377, -2.4101], [-6.5281, -0.4973, -3.6497], [-7.6415, 0.8353, -1.3060], [-8.7632, -0.5004, -2.8948], [-7.6943, -1.4621, -1.8398], [2.4861, 9.1079, -2.4617], [3.2943, 8.9253, -0.9010], [2.7163, 7.6785, -3.4811], [1.4192, 9.2514, -2.2915], [2.8979, 9.9774, -2.9741], [-9.1634, 4.4953, -1.2423], [-10.7205, 5.3183, -1.0961], [-8.5597, 3.9859, 0.3395], [-9.2849, 3.6160, -1.8750], [-8.4428, 5.1774, -1.6935], [-10.1697, 7.1565, 2.5358], [-10.2928, 6.8433, 4.2712], [-11.6985, 7.7601, 1.8855], [-9.3931, 7.9018, 2.3644], [-9.9096, 6.2287, 2.0256], [8.6416, -2.1254, -0.9216], [8.3272, -3.7647, -1.5092], [9.6885, -2.1485, 0.5022], [9.1291, -1.5534, -1.7110], [7.6944, -1.6554, -0.6573]], "mulliken_charge": [-0.17, -0.01, -0.26, 0.58, -0.49, -0.26, 0.14, -0.04, -0.46, 0.35, 0.39, -0.12, 0.31, -0.47, -0.08, -0.09, 0.32, 0.36, 0.09, -0.20, -0.02, 0.34, -0.19, -0.03, -0.12, -0.14, -0.07, 0.39, -0.01, -0.12, -0.18, 0.34, -0.12, -0.24, -0.14, -0.13, 0.27, 0.27, -0.02, -0.06, -0.19, 0.22, 0.06, -0.07, -0.14, -0.15, 0.30, 0.02, -0.17, -0.18, -0.07, 0.35, 0.07, -0.28, -0.15, -0.12, 0.33, 0.24, -0.26, -0.14, -0.10, 0.32, 0.19, -0.25, -0.12, -0.15, 0.29, 0.27, -0.22, -0.14, -0.16, 0.22, 0.29, 0.10, -0.16, -0.15, 0.26, -0.05, 0.15, -0.16, -0.16, 0.27, -0.10], "gap_ha": 0.32431, "largest_force_ev_per_a": 8.6}


# 2
{"formula": "C18H32ClN6O6PRh", "method": "ωB97M-V with the def2-TZVPD basis set", "elements": ["Rh", "O", "Cl", "O", "O", "O", "N", "C", "O", "C", "C", "C", "C", "N", "C", "H", "H", "H", "H", "H", "H", "C", "C", "C", "C", "C", "C", "N", "H", "H", "H", "H", "H", "H", "H", "H", "C", "N", "C", "P", "O", "N", "C", "C", "N", "C", "C", "H", "H", "H", "H", "H", "H", "H", "H", "H", "H", "H", "H", "H", "H", "H", "H", "H", "H"], "xyz": [[0.1557, -0.4442, -0.4516], [1.2484, 2.3862, 0.4004], [0.4897, 1.8494, -0.6943], [1.1935, 1.9410, -1.9477], [1.8108, -0.7245, -0.9383], [-0.8121, 2.4682, -0.7791], [-4.8867, -2.9143, -1.2435], [-5.2640, -1.7384, -0.6881], [-6.4113, -1.3617, -0.6389], [-4.1705, -0.8847, -0.1029], [-4.5037, -0.0057, 0.9225], [-3.5186, 0.7846, 1.4817], [-2.2235, 0.6790, 1.0018], [-1.9044, -0.1507, 0.0012], [-2.8638, -0.9123, -0.5461], [-5.6119, -3.5017, -1.6224], [-3.9555, -3.2790, -1.1678], [-5.5344, 0.0441, 1.2488], [-3.7355, 1.4844, 2.2740], [-1.4167, 1.2663, 1.4161], [-2.5674, -1.5188, -1.3907], [0.5274, -2.6113, -2.9976], [0.0073, -3.2436, -1.7675], [-0.2667, -4.6405, -1.5653], [-0.7400, -4.7605, -0.2959], [-0.7571, -3.4342, 0.2685], [-1.2539, -3.0602, 1.6063], [-0.2934, -2.5533, -0.6480], [0.5276, -3.3184, -3.8224], [1.5519, -2.2547, -2.8484], [-0.0719, -1.7397, -3.2764], [-0.1123, -5.4091, -2.3012], [-1.0656, -5.6490, 0.2168], [-1.5804, -3.9402, 2.1544], [-2.0926, -2.3626, 1.5241], [-0.4717, -2.5419, 2.1667], [2.4463, -2.7466, 4.2875], [1.9723, -2.1790, 3.0270], [2.5109, -2.8780, 1.8617], [1.6060, -0.5802, 2.8435], [0.7604, -0.4175, 1.6022], [0.8222, -0.2014, 4.2465], [0.5375, 1.2192, 4.4794], [-0.3410, -1.0135, 4.6107], [2.8903, 0.4148, 2.8098], [3.4985, 0.9260, 1.5862], [3.7980, 0.4700, 3.9540], [2.0740, -3.7669, 4.3920], [2.0947, -2.1639, 5.1329], [3.5387, -2.7775, 4.3133], [1.9766, -3.8160, 1.6891], [3.5674, -3.1147, 2.0106], [2.4272, -2.2651, 0.9627], [1.3976, 1.8297, 4.2227], [0.3084, 1.3587, 5.5352], [-0.3177, 1.5522, 3.8858], [-0.1738, -2.0640, 4.3887], [-1.2365, -0.6781, 4.0764], [-0.5240, -0.9162, 5.6817], [2.8605, 0.7354, 0.7324], [4.4707, 0.4536, 1.4257], [3.6366, 2.0043, 1.6617], [3.2988, 0.1463, 4.8647], [4.1307, 1.4987, 4.0936], [4.6785, -0.1554, 3.7885]], "mulliken_charge": [0.01, -0.58, 1.62, -0.64, -0.46, -0.64, -0.29, 0.13, -0.60, 0.64, -0.32, -1.05, -0.20, 0.34, -0.83, 0.23, 0.16, 0.53, 0.51, 0.30, 0.73, -1.45, 0.55, -0.94, -0.90, -0.15, -0.38, 1.42, 0.45, 0.25, 0.29, 0.55, 0.60, 0.50, 0.01, -0.23, -1.18, 0.55, -1.02, -1.51, 1.81, 0.06, -0.90, -1.05, 0.53, -0.88, -1.17, 0.37, 0.39, 0.31, 0.27, 0.39, 0.20, 0.34, 0.38, 0.18, 0.38, 0.23, 0.40, 0.15, 0.24, 0.33, 0.35, 0.39, 0.31], "gap_ha": [0.30483, 0.22990], "s2": 6.03, "largest_force_ev_per_a": 1.0, "total_charge": 1, "spin_multiplicity": 5}


# 3
{"formula": "C18H32FN2O5S", "method": "ωB97M-V with the def2-TZVPD basis set", "elements": ["C", "C", "C", "C", "C", "C", "C", "C", "C", "C", "C", "C", "O", "C", "C", "O", "C", "C", "N", "N", "S", "O", "O", "F", "C", "C", "H", "H", "H", "H", "H", "H", "H", "H", "H", "H", "H", "H", "H", "H", "H", "H", "H", "H", "H", "H", "H", "H", "H", "H", "H", "H", "H", "H", "H", "H", "H", "O", "H"], "xyz": [[-3.1170, 2.8450, 1.5061], [-2.9551, 3.2804, 0.0317], [-3.7921, 2.3291, -0.8528], [-3.6451, 4.6807, -0.0739], [-1.4930, 3.4872, -0.4452], [-0.4064, 2.5264, 0.1139], [0.8447, 2.6912, -0.8383], [0.1225, 2.9844, 1.5126], [-0.7776, 1.0384, 0.0622], [-0.9212, 0.4561, -1.1961], [-1.2089, -0.8636, -1.3642], [-1.3585, -1.6884, -0.2571], [-1.6161, -3.0356, -0.4629], [-0.4352, -3.7350, -0.8312], [0.5937, -3.8246, 0.3109], [1.9361, -3.8671, -0.1910], [2.6145, -2.6641, 0.0709], [3.9858, -2.7008, -0.6076], [4.7106, -3.9594, -0.3466], [4.7133, -4.3011, 1.0260], [6.3049, -3.8992, -0.8682], [6.8421, -5.1990, -0.7043], [7.0545, -2.8544, -0.2603], [6.2243, -3.6108, -2.4007], [-1.2453, -1.1242, 0.9733], [-0.9502, 0.2151, 1.1467], [-2.4293, 3.3482, 2.1989], [-3.1053, 1.7576, 1.5707], [-4.1278, 3.1342, 1.8132], [-3.9903, 2.7515, -1.8534], [-4.7760, 2.2260, -0.3736], [-3.3946, 1.3138, -0.9028], [-3.3120, 5.2534, 0.8055], [-4.7312, 4.5668, -0.0988], [-3.2828, 5.2416, -0.9490], [-1.5037, 3.4088, -1.5442], [-1.1503, 4.5105, -0.2266], [1.5213, 1.8454, -0.6665], [1.3300, 3.6430, -0.6027], [0.4948, 2.6441, -1.8724], [-0.3047, 2.4217, 2.3417], [1.2139, 3.0509, 1.5350], [-0.2415, 4.0133, 1.6408], [-0.8097, 1.0432, -2.1038], [-1.3030, -1.3151, -2.3499], [-0.7072, -4.7631, -1.0943], [0.0327, -3.3006, -1.7282], [0.5219, -2.9858, 1.0096], [0.4426, -4.7627, 0.8588], [2.7769, -2.4758, 1.1410], [2.0740, -1.8270, -0.4022], [4.5765, -1.7991, -0.3876], [3.7877, -2.6655, -1.6882], [4.7954, -5.3101, 1.0996], [5.5272, -3.9168, 1.5095], [-1.3778, -1.7368, 1.8646], [-0.8575, 0.6014, 2.1545], [-5.2955, 0.6379, 1.0946], [-4.4200, 0.2384, 1.1524]], "mulliken_charge": [-1.43, 2.55, -1.79, -1.96, -2.27, 2.74, -2.00, -1.77, 0.59, -0.51, -0.60, 0.11, -0.55, -0.50, -0.46, -0.39, 0.02, -0.86, 0.23, -0.59, 1.14, -0.61, -0.58, -0.21, -0.80, -0.27, 0.29, -0.01, 0.53, 0.43, 0.46, 0.21, 0.43, 0.45, 0.40, 0.27, 0.52, 0.34, 0.57, 0.41, 0.37, 0.36, 0.39, 0.19, 0.47, 0.35, 0.29, 0.32, 0.28, 0.31, 0.18, 0.42, 0.32, 0.23, 0.28, 0.46, 0.18, -1.06, 0.14], "gap_ha": 0.16461, "largest_force_ev_per_a": 1.8, "total_charge": -1}


no.,E (eV)
1,-380039.38017
2,-65217.34952
3,-45952.58010